*A*
The molecule C3H5N3O, computed with ωB97M-V with the def2-TZVPD basis set.

Geometry as XYZ:
```
12
Properties=species:S:1:pos:R:3:mulliken_charge:R:1
H 3.169 0.282 0.815 0.25
N 2.272 0.475 0.371 -0.54
C 1.896 -0.531 -0.295 0.04
N 0.714 -0.575 -1.097 -0.36
N 0.169 0.917 -1.383 -0.42
C -0.389 0.153 -0.588 0.71
C -1.601 -0.066 0.247 -0.40
O -2.561 0.931 0.038 -0.49
H 2.440 -1.477 -0.380 0.35
H -1.971 -1.079 0.023 0.25
H -1.331 -0.041 1.306 0.28
H -2.797 0.932 -0.899 0.33
```

## Properties
SMILES   [H]/N=C/N1N=C1CO
Kohn-Sham gap   10.6 eV

*B*
The molecule C3H5N3O, computed with ωB97M-V with the def2-TZVPD basis set.

Geometry as XYZ:
```
12
Properties=species:S:1:pos:R:3:mulliken_charge:R:1
H 3.029 0.730 -0.658 0.25
N 2.027 0.618 -0.518 -0.57
C 1.824 -0.430 0.181 -0.03
N 0.565 -0.893 0.556 -0.63
C -0.453 -0.185 0.258 0.46
C -1.941 -0.385 0.371 -0.14
O -2.097 0.784 -0.474 -0.31
N -0.689 1.023 -0.350 -0.12
H 2.629 -1.069 0.555 0.38
H -2.314 -1.297 -0.099 0.21
H -2.378 -0.228 1.362 0.20
H -0.200 1.332 -1.183 0.29
```

## Properties
SMILES   [H]/N=C/N=C1/CON1
Kohn-Sham gap   10.0 eV

Best to worst by energy: *B*, *A*.